(1)
{"formula": "C42H56BBr2Cl3N9O3SScSe", "method": "ωB97M-V/def2-TZVPD", "gap_ev": 4.807, "total_charge": -2, "homo_ev": -1.092, "energy_ha": -12466.76099, "lumo_energy_ev": 3.715, "symbols": ["Sc", "C", "C", "C", "C", "C", "C", "C", "C", "C", "N", "N", "B", "N", "N", "C", "C", "C", "C", "C", "C", "C", "C", "C", "N", "N", "C", "C", "C", "C", "C", "C", "C", "C", "C", "H", "H", "H", "H", "H", "H", "H", "H", "H", "H", "H", "H", "H", "H", "H", "H", "H", "H", "H", "H", "H", "H", "H", "H", "H", "H", "H", "H", "H", "H", "H", "H", "H", "H", "H", "H", "H", "H", "H", "H", "H", "H", "H", "H", "H", "H", "Br", "C", "C", "C", "Br", "C", "C", "C", "C", "N", "C", "C", "O", "H", "H", "H", "H", "Se", "Cl", "C", "Cl", "Cl", "C", "O", "O", "C", "N", "C", "C", "N", "C", "S", "H", "H", "H", "H", "H", "H"], "coordinates": [[1.240, -0.446, -0.476], [4.388, 1.286, 0.574], [3.881, 2.580, -0.062], [4.529, 2.828, -1.467], [2.393, 2.819, -0.161], [1.916, 4.128, -0.328], [0.552, 4.016, -0.352], [-0.463, 5.069, -0.714], [0.040, 6.469, -0.365], [-0.719, 4.927, -2.224], [0.227, 2.720, -0.154], [1.364, 1.972, -0.051], [-1.192, 2.136, -0.034], [-1.445, 1.381, 1.289], [-0.812, 0.221, 1.559], [-1.242, -0.215, 2.735], [-2.168, 0.691, 3.259], [-2.288, 1.704, 2.308], [-3.153, 2.930, 2.487], [-4.315, 3.050, 1.516], [-2.361, 4.263, 2.531], [-0.799, -1.496, 3.344], [-2.019, -2.437, 3.544], [-0.094, -1.341, 4.704], [-1.559, 1.254, -1.239], [-0.787, 0.189, -1.614], [-1.271, -0.264, -2.768], [-2.364, 0.518, -3.186], [-2.501, 1.476, -2.179], [-3.601, 2.491, -2.075], [-4.901, 1.825, -1.589], [-3.868, 3.165, -3.433], [-0.734, -1.416, -3.551], [-1.860, -2.414, -3.813], [-0.181, -0.908, -4.855], [5.502, 1.294, 0.629], [4.006, 1.167, 1.586], [4.074, 0.427, -0.022], [4.248, 3.403, 0.577], [4.276, 2.010, -2.123], [4.126, 3.745, -1.912], [5.628, 2.884, -1.356], [2.538, 4.989, -0.436], [-1.416, 4.950, -0.197], [0.962, 6.667, -0.928], [-0.731, 7.209, -0.637], [0.240, 6.567, 0.700], [0.191, 5.174, -2.783], [-0.974, 3.914, -2.498], [-1.532, 5.610, -2.531], [-1.963, 3.050, -0.013], [-2.697, 0.644, 4.193], [-3.572, 2.803, 3.485], [-3.971, 3.184, 0.490], [-4.963, 2.165, 1.564], [-4.906, 3.911, 1.814], [-1.991, 4.571, 1.552], [-3.006, 5.044, 2.908], [-1.483, 4.194, 3.174], [-0.112, -1.918, 2.618], [-2.539, -2.137, 4.453], [-2.666, -2.409, 2.675], [-1.665, -3.475, 3.688], [-0.679, -0.677, 5.367], [0.035, -2.316, 5.211], [0.871, -0.868, 4.572], [-2.975, 0.408, -4.066], [-3.313, 3.276, -1.383], [-5.304, 1.174, -2.368], [-4.693, 1.213, -0.728], [-5.625, 2.597, -1.316], [-4.209, 2.442, -4.174], [-4.642, 3.937, -3.299], [-3.000, 3.664, -3.846], [0.081, -1.871, -2.976], [-2.648, -1.921, -4.400], [-1.493, -3.275, -4.384], [-2.296, -2.795, -2.903], [-0.950, -0.368, -5.429], [0.665, -0.232, -4.705], [0.177, -1.745, -5.486], [2.890, 0.857, 4.219], [3.429, -0.744, 3.437], [4.395, -1.522, 4.085], [4.984, -2.591, 3.438], [6.330, -3.610, 4.304], [4.672, -2.891, 2.073], [5.368, -3.789, 1.202], [5.006, -3.841, -0.122], [3.967, -3.019, -0.613], [3.292, -2.220, 0.164], [3.631, -2.123, 1.477], [2.926, -1.066, 2.163], [1.975, -0.449, 1.597], [4.773, -1.215, 5.053], [6.134, -4.444, 1.610], [5.533, -4.477, -0.803], [3.699, -3.065, -1.664], [2.601, 0.003, -2.438], [3.086, -5.714, -2.655], [1.739, -4.587, -3.059], [0.579, -5.513, -4.075], [2.380, -3.240, -3.954], [1.020, -4.157, -1.685], [0.502, -5.105, -1.113], [1.087, -2.954, -1.369], [-2.734, -5.611, 0.027], [-1.597, -5.235, 0.820], [-0.706, -6.077, 1.474], [0.346, -5.334, 1.843], [0.080, -4.046, 1.429], [-1.074, -3.965, 0.744], [-1.796, -2.611, 0.030], [-2.933, -6.664, 0.195], [-2.512, -5.431, -1.034], [-3.593, -4.996, 0.275], [-0.912, -7.125, 1.634], [1.229, -5.577, 2.417], [0.767, -3.304, 1.351]]}


(2)
{"formula": "C3H4NOP", "method": "ωB97M-V/def2-TZVPD", "gap_ev": [7.203, 7.204], "homo_ev": [-8.042, -8.042], "energy_ha": -587.93560, "lumo_energy_ev": [-0.839, -0.839], "symbols": ["C", "C", "C", "N", "O", "P", "H", "H", "H", "H"], "coordinates": [[0.732, -0.139, -0.579], [1.406, 1.845, 0.651], [-0.719, -0.521, -0.854], [1.045, 0.802, 0.227], [-1.883, -0.953, 1.584], [-1.147, -1.765, 0.642], [1.630, -0.774, -0.757], [1.291, 1.916, 1.738], [-1.501, 0.367, -0.791], [-0.854, -0.778, -1.861]]}


(3)
{"formula": "C38H55AlF25O16", "method": "ωB97M-V/def2-TZVPD", "gap_ev": 6.081, "total_charge": -1, "homo_ev": -4.674, "energy_ha": -5423.87158, "lumo_energy_ev": 1.408, "symbols": ["C", "C", "C", "C", "Al", "C", "C", "F", "H", "H", "H", "H", "H", "H", "H", "H", "H", "H", "H", "H", "H", "H", "H", "C", "C", "O", "C", "O", "C", "F", "F", "F", "H", "H", "H", "H", "H", "C", "C", "O", "C", "O", "C", "F", "F", "F", "H", "H", "H", "H", "H", "C", "C", "O", "C", "O", "C", "F", "F", "F", "H", "H", "H", "H", "H", "C", "C", "O", "C", "O", "C", "F", "F", "F", "H", "H", "H", "H", "H", "C", "C", "O", "C", "O", "C", "F", "F", "F", "H", "H", "H", "H", "H", "C", "C", "O", "C", "O", "C", "F", "F", "F", "H", "H", "H", "H", "H", "C", "C", "O", "C", "O", "C", "F", "F", "F", "H", "H", "H", "H", "H", "C", "C", "O", "C", "O", "C", "F", "F", "F", "H", "H", "H", "H", "H"], "coordinates": [[0.353, 0.083, -0.991], [1.630, -0.710, -1.645], [2.675, -1.365, -0.567], [3.064, -0.409, 0.705], [3.521, 1.537, 0.181], [4.336, 1.649, -1.698], [3.406, 2.467, -2.800], [2.213, 3.063, -2.135], [0.223, 1.107, -1.587], [-0.666, -0.508, -1.180], [0.411, 0.259, 0.164], [1.170, -1.625, -2.258], [2.198, -0.018, -2.417], [2.316, -2.448, -0.218], [3.693, -1.558, -1.160], [2.133, -0.342, 1.448], [3.923, -0.939, 1.337], [4.614, 2.070, 1.209], [2.200, 2.441, 0.362], [4.601, 0.594, -2.169], [5.356, 2.247, -1.588], [4.027, 3.372, -3.271], [3.102, 1.784, -3.729], [0.599, 5.089, 0.193], [-0.706, 5.820, 0.449], [-1.069, 5.735, 1.836], [-0.460, 6.632, 2.675], [0.357, 7.471, 2.304], [-0.973, 6.465, 4.105], [-1.040, 5.158, 4.492], [-2.230, 6.971, 4.261], [-0.192, 7.092, 5.029], [0.537, 4.055, 0.549], [0.837, 5.083, -0.874], [1.428, 5.561, 0.731], [-1.511, 5.341, -0.120], [-0.657, 6.864, 0.120], [2.738, -7.055, 2.530], [1.305, -6.760, 2.934], [1.149, -5.371, 3.264], [0.975, -4.515, 2.207], [0.953, -4.874, 1.032], [0.772, -3.084, 2.702], [1.656, -2.733, 3.680], [-0.471, -2.895, 3.229], [0.913, -2.153, 1.716], [3.432, -6.729, 3.312], [2.878, -8.125, 2.356], [3.010, -6.516, 1.617], [1.053, -7.330, 3.834], [0.595, -7.059, 2.154], [-3.578, -2.084, -0.873], [-5.018, -1.662, -1.101], [-5.179, -1.108, -2.416], [-5.335, -2.011, -3.436], [-5.336, -3.229, -3.278], [-5.545, -1.288, -4.766], [-4.679, -0.250, -4.947], [-6.798, -0.758, -4.868], [-5.388, -2.103, -5.847], [-2.898, -1.248, -1.062], [-3.435, -2.432, 0.154], [-3.290, -2.890, -1.555], [-5.285, -0.873, -0.389], [-5.714, -2.492, -0.937], [-3.397, -6.540, -2.477], [-4.460, -7.015, -1.504], [-3.854, -7.571, -0.327], [-3.454, -6.672, 0.628], [-3.582, -5.455, 0.519], [-2.877, -7.397, 1.842], [-2.019, -8.402, 1.499], [-3.849, -7.974, 2.605], [-2.179, -6.574, 2.674], [-2.696, -7.349, -2.707], [-3.852, -6.190, -3.408], [-2.808, -5.721, -2.050], [-5.048, -7.815, -1.966], [-5.159, -6.212, -1.243], [2.728, -12.364, 7.335], [1.652, -12.155, 6.286], [1.941, -10.995, 5.491], [2.835, -11.172, 4.466], [3.383, -12.242, 4.214], [3.010, -9.877, 3.675], [3.154, -8.783, 4.477], [1.939, -9.619, 2.870], [4.103, -9.893, 2.860], [2.855, -11.461, 7.941], [2.470, -13.198, 7.993], [3.696, -12.575, 6.871], [0.691, -11.971, 6.778], [1.525, -13.041, 5.654], [6.262, 8.357, 2.350], [5.350, 7.163, 2.136], [5.991, 6.181, 1.308], [6.866, 5.336, 1.940], [7.119, 5.386, 3.142], [7.434, 4.314, 0.956], [7.818, 4.877, -0.226], [6.525, 3.348, 0.639], [8.530, 3.662, 1.437], [6.591, 8.767, 1.390], [5.748, 9.141, 2.913], [7.165, 8.071, 2.900], [4.446, 7.484, 1.607], [5.028, 6.724, 3.087], [-8.587, 1.446, -4.535], [-9.158, 2.431, -5.539], [-10.479, 2.839, -5.151], [-10.552, 3.833, -4.209], [-9.570, 4.365, -3.699], [-12.008, 4.202, -3.929], [-12.810, 3.109, -3.780], [-12.554, 4.938, -4.939], [-12.162, 4.940, -2.794], [-9.266, 0.598, -4.401], [-7.615, 1.073, -4.869], [-8.461, 1.912, -3.553], [-9.249, 1.946, -6.516], [-8.502, 3.300, -5.671], [4.852, 8.424, -4.216], [3.546, 9.155, -3.960], [3.184, 9.070, -2.574], [3.792, 9.967, -1.734], [4.609, 10.806, -2.106], [3.280, 9.800, -0.305], [3.213, 8.494, 0.083], [2.023, 10.306, -0.148], [4.060, 10.428, 0.619], [4.790, 7.391, -3.861], [5.090, 8.418, -5.283], [5.680, 8.896, -3.679], [2.742, 8.677, -4.529], [3.596, 10.199, -4.289]]}


(4)
{"formula": "C2H5NS", "method": "ωB97M-V/def2-TZVPD", "gap_ev": [7.827, 8.022], "homo_ev": [-7.558, -8.105], "energy_ha": -532.00555, "lumo_energy_ev": [0.269, -0.084], "symbols": ["C", "C", "N", "S", "H", "H", "H", "H", "H"], "coordinates": [[1.060, -0.139, 0.080], [-1.154, 1.129, -0.122], [0.616, -1.372, 0.077], [2.442, 0.526, -0.183], [-1.366, 1.663, -1.167], [-1.620, 0.174, -0.003], [-0.953, 1.580, 0.783], [-0.278, -1.435, 0.534], [1.253, -2.127, 0.000]]}


(5)
{"formula": "C3H9N2O", "method": "ωB97M-V/def2-TZVPD", "gap_ev": [9.866, 7.280], "total_charge": 1, "homo_ev": [-14.160, -12.847], "energy_ha": -303.98817, "lumo_energy_ev": [-4.293, -5.567], "symbols": ["C", "C", "C", "N", "N", "O", "H", "H", "H", "H", "H", "H", "H", "H", "H"], "coordinates": [[-1.173, 0.351, 0.117], [-1.647, -0.866, -0.588], [2.131, -0.741, -0.198], [1.291, 0.028, 0.751], [-1.790, 1.306, 0.720], [1.551, 1.277, 0.680], [-2.667, -0.905, -0.327], [-0.925, -1.567, -0.136], [-1.722, -1.055, -1.675], [3.098, -0.778, 0.288], [1.599, -1.593, -0.343], [2.225, -0.334, -1.230], [-2.784, 1.405, 0.747], [-1.182, 1.909, 1.316], [1.996, 1.563, -0.122]]}


(6)
{"formula": "C4H34N2O13", "method": "ωB97M-V/def2-TZVPD", "gap_ev": 9.672, "homo_ev": -9.727, "energy_ha": -1260.34708, "lumo_energy_ev": -0.055, "symbols": ["N", "C", "C", "N", "C", "C", "O", "H", "H", "H", "H", "H", "H", "H", "H", "H", "H", "H", "H", "O", "H", "H", "O", "H", "H", "O", "H", "H", "O", "H", "H", "O", "H", "H", "O", "H", "H", "O", "H", "H", "O", "H", "H", "O", "H", "H", "O", "H", "H", "O", "H", "H", "O"], "coordinates": [[1.010, -1.633, -1.867], [1.118, -1.405, -0.445], [-0.256, -1.102, 0.181], [-0.121, -0.607, 1.603], [-1.196, 0.158, 2.156], [-1.299, -0.039, 3.649], [-0.622, -0.879, 4.167], [0.564, -2.445, -2.241], [0.577, -0.886, -2.421], [1.864, -0.683, -0.072], [1.706, -2.227, -0.058], [-0.844, -2.068, 0.087], [-0.836, -0.349, -0.398], [0.100, -1.392, 2.239], [-1.092, 1.201, 1.842], [-2.206, -0.004, 1.714], [-2.104, 0.545, 4.134], [2.480, 0.101, 1.604], [1.092, 0.650, 2.077], [2.039, 0.931, 1.823], [-0.195, 3.267, 0.475], [-0.813, 4.546, 0.935], [-1.021, 3.625, 0.843], [-3.287, 0.716, -2.181], [-1.858, 0.217, -2.541], [-2.671, 0.620, -2.908], [4.356, -0.983, 0.278], [4.261, -2.449, -0.060], [4.047, -1.804, 0.679], [-1.399, 2.837, 2.382], [-0.624, 3.337, 3.555], [-1.392, 2.789, 3.369], [-1.494, 1.752, -4.012], [-1.147, 2.418, -2.791], [-0.848, 2.380, -3.707], [-1.189, -3.178, -1.956], [-1.476, -4.210, -0.951], [-1.555, -4.089, -1.910], [-2.457, -4.349, 1.309], [-1.408, -3.422, 1.645], [-1.883, -3.723, 0.875], [-1.995, 1.678, -0.159], [-3.481, 2.277, 0.001], [-2.737, 2.109, -0.573], [1.724, 1.895, 0.460], [1.957, 3.279, -0.293], [1.284, 2.609, -0.134], [3.846, -2.372, -2.299], [2.550, -2.843, -1.426], [3.491, -2.974, -1.618], [1.754, 2.175, -1.618], [1.535, 2.225, -3.035], [2.150, 1.782, -2.411]]}


(7)
{"formula": "H28O14", "method": "ωB97M-V/def2-TZVPD", "gap_ev": 9.604, "homo_ev": -10.585, "energy_ha": -1070.11427, "lumo_energy_ev": -0.980, "symbols": ["O", "H", "H", "O", "H", "H", "O", "H", "H", "O", "H", "H", "O", "H", "H", "O", "H", "H", "O", "H", "H", "O", "H", "H", "O", "H", "H", "O", "H", "H", "O", "H", "H", "O", "H", "H", "O", "H", "H", "O", "H", "H"], "coordinates": [[-2.431, -0.922, -1.405], [-2.356, -0.235, -0.785], [-1.876, -1.648, -1.061], [2.599, 1.989, 1.862], [1.647, 1.741, 2.050], [2.625, 2.732, 1.301], [-0.162, -0.186, -0.029], [0.511, -0.372, -0.683], [-0.115, 0.727, 0.096], [1.904, -0.893, -1.796], [1.888, -0.726, -2.764], [2.771, -0.581, -1.543], [-0.644, -3.104, -1.125], [-0.095, -3.893, -1.121], [-0.370, -2.596, -1.908], [-2.119, -0.862, 1.868], [-2.456, -1.755, 1.618], [-1.350, -0.677, 1.366], [-1.239, 0.820, -3.414], [-0.371, 0.417, -3.426], [-1.800, 0.242, -2.926], [-0.015, -2.778, 1.629], [-0.332, -2.578, 0.704], [0.891, -3.109, 1.550], [-2.105, 3.220, 1.809], [-1.260, 2.812, 1.661], [-1.996, 3.971, 1.240], [-1.875, 3.286, -2.082], [-1.601, 2.523, -1.592], [-1.385, 3.253, -2.914], [0.445, 2.377, -0.662], [0.956, 2.002, -1.426], [0.927, 2.938, -0.074], [2.535, -3.376, -1.394], [2.295, -3.447, -0.462], [2.188, -2.470, -1.501], [0.060, 1.600, 2.414], [0.287, 0.693, 2.716], [0.282, 2.232, 3.121], [1.082, -0.742, 3.024], [0.737, -1.317, 2.288], [1.325, -1.326, 3.756]]}


(8)
{"formula": "C24H26MnN4S2Si", "method": "ωB97M-V/def2-TZVPD", "spin_multiplicity": 6, "gap_ev": [6.453, 7.338], "homo_ev": [-6.396, -7.277], "energy_ha": -3386.00536, "s2": 8.7655, "lumo_energy_ev": [0.057, 0.062], "symbols": ["C", "C", "C", "H", "C", "C", "H", "H", "H", "H", "Mn", "C", "H", "H", "H", "Si", "C", "C", "H", "C", "H", "C", "H", "C", "H", "C", "H", "C", "C", "H", "C", "H", "C", "H", "C", "H", "C", "H", "H", "H", "N", "C", "N", "C", "C", "S", "C", "C", "S", "C", "N", "N", "H", "H", "H", "H", "H", "H"], "coordinates": [[0.260, -0.541, 1.576], [1.340, -1.243, 0.947], [2.285, -0.235, 0.466], [1.559, -2.316, 1.026], [1.715, 1.052, 0.763], [0.518, 0.845, 1.505], [-0.024, 1.630, 2.053], [-0.517, -1.008, 2.191], [3.285, -0.430, 0.060], [2.275, 1.995, 0.680], [0.823, -0.456, -1.096], [0.216, 0.536, -5.962], [0.895, -0.111, -5.395], [0.484, 1.572, -5.779], [-0.822, 0.381, -5.624], [2.524, -1.483, -2.532], [2.504, -2.919, -3.759], [3.211, -4.062, -3.334], [3.589, -4.107, -2.304], [3.447, -5.145, -4.200], [4.009, -6.009, -3.838], [2.961, -5.108, -5.516], [3.139, -5.956, -6.184], [2.236, -3.989, -5.945], [1.861, -3.979, -6.976], [1.993, -2.906, -5.079], [1.405, -2.053, -5.430], [3.939, -0.482, -3.248], [4.923, -1.090, -4.056], [4.832, -2.154, -4.308], [6.028, -0.378, -4.544], [6.785, -0.888, -5.142], [6.166, 0.975, -4.239], [7.031, 1.533, -4.594], [5.203, 1.605, -3.442], [5.332, 2.654, -3.171], [4.094, 0.893, -2.963], [3.345, 1.396, -2.336], [3.076, -2.095, -1.245], [0.301, 0.350, -7.019], [1.022, 3.246, -1.496], [-0.200, 2.691, -1.461], [-0.479, 1.402, -1.335], [-1.867, 1.225, -1.235], [-2.618, 2.382, -1.387], [-1.612, 3.750, -1.636], [-2.323, -0.079, -0.937], [-3.616, -0.537, -0.724], [-3.636, -2.206, -0.282], [-1.868, -2.210, -0.364], [-1.334, -1.062, -0.785], [-1.197, -3.307, -0.032], [1.070, 4.247, -1.576], [1.843, 2.703, -1.224], [-3.699, 2.404, -1.357], [-4.503, 0.071, -0.833], [-1.738, -4.087, 0.308], [-0.188, -3.265, 0.065]]}